1.
C20H27N3O4S | ωB97M-V with the def2-TZVPD basis set

Output
SMILES ... Cc1cccc(CCNC(=O)C2CCN(S(=O)(=O)c3c(C)noc3C)CC2)c1
Charge ... 0
HOMO-LUMO gap ... 9.419 eV
LUMO level ... 0.482 eV
Multiplicity ... 1

The geometry in XYZ format:
```
55
C20H27N3O4S | OMol25 | ωB97M-V with the def2-TZVPD basis set
C 2.198 2.473 1.940
C 3.058 1.938 0.833
C 3.710 0.721 0.958
C 4.504 0.215 -0.063
C 4.655 0.956 -1.226
C 4.016 2.175 -1.362
C 3.216 2.660 -0.344
H 2.709 3.607 -0.459
H 4.132 2.744 -2.272
H 5.264 0.572 -2.030
C 5.095 -1.162 0.050
H 5.235 -1.428 1.100
H 6.062 -1.212 -0.452
C 4.140 -2.173 -0.613
N 2.803 -2.048 -0.083
C 1.867 -1.291 -0.712
O 1.985 -0.920 -1.858
C 0.637 -1.000 0.143
C -0.154 0.164 -0.450
C -1.399 0.433 0.392
N -2.217 -0.748 0.576
S -3.256 -1.059 -0.701
O -3.848 -2.343 -0.470
O -2.668 -0.801 -1.986
C -4.470 0.185 -0.393
C -4.859 1.250 -1.161
O -5.829 1.909 -0.514
N -6.090 1.292 0.670
C -5.296 0.262 0.764
C -5.276 -0.666 1.914
H -4.353 -0.530 2.475
H -6.128 -0.478 2.560
H -5.292 -1.689 1.543
C -4.400 1.729 -2.482
H -5.236 1.756 -3.179
H -4.001 2.739 -2.399
H -3.632 1.054 -2.852
C -1.497 -1.899 1.078
C -0.275 -2.230 0.221
H -0.609 -2.492 -0.785
H 0.254 -3.085 0.645
H -1.194 -1.682 2.108
H -2.205 -2.729 1.079
H -1.115 0.795 1.387
H -2.029 1.186 -0.086
H -0.452 -0.093 -1.467
H 0.473 1.056 -0.492
H 0.968 -0.736 1.156
H 2.692 -2.229 0.903
H 4.066 -1.967 -1.682
H 4.500 -3.195 -0.461
H 3.598 0.154 1.873
H 2.034 1.721 2.708
H 1.233 2.798 1.554
H 2.677 3.336 2.403
```

2.
C20H27N3OS | ωB97M-V with the def2-TZVPD basis set

Output
SMILES ... COCCCN(C(=S)Nc1cc(C)cc(C)c1)[C@H](C)c1ccncc1
Charge ... 0
HOMO-LUMO gap ... 8.542 eV
LUMO level ... 0.639 eV
Multiplicity ... 1

The geometry in XYZ format:
```
52
C20H27N3OS | OMol25 | ωB97M-V with the def2-TZVPD basis set
C -2.193 -1.616 -2.811
O -2.013 -2.001 -1.467
C -3.205 -2.098 -0.721
C -3.885 -0.762 -0.413
H -4.903 -0.962 -0.074
H -3.951 -0.169 -1.325
C -3.190 0.063 0.677
N -1.781 0.303 0.422
C -1.483 1.204 -0.539
S -2.654 2.126 -1.287
N -0.196 1.505 -0.883
C 0.970 0.739 -0.968
C 0.942 -0.636 -1.179
C 2.126 -1.354 -1.258
C 3.337 -0.684 -1.136
C 3.382 0.692 -0.960
C 2.192 1.399 -0.884
H 2.207 2.470 -0.739
C 4.692 1.414 -0.862
H 4.625 2.237 -0.154
H 4.962 1.828 -1.833
H 5.485 0.739 -0.549
H 4.259 -1.245 -1.192
C 2.097 -2.836 -1.479
H 2.576 -3.087 -2.424
H 1.074 -3.203 -1.499
H 2.639 -3.351 -0.687
H -0.003 -1.140 -1.309
H -0.143 2.397 -1.362
C -0.740 -0.163 1.339
C 0.080 1.000 1.860
C -0.499 2.223 2.177
C 0.311 3.233 2.669
N 1.610 3.097 2.868
C 2.158 1.927 2.585
C 1.444 0.852 2.082
H 1.941 -0.078 1.854
H 3.222 1.852 2.764
H -0.100 4.203 2.917
H -1.555 2.394 2.030
C -1.242 -0.941 2.558
H -1.864 -0.325 3.203
H -1.782 -1.838 2.264
H -0.370 -1.249 3.132
H -0.070 -0.838 0.790
H -3.301 -0.446 1.629
H -3.703 1.032 0.737
H -2.918 -2.602 0.206
H -3.918 -2.741 -1.260
H -2.448 -0.555 -2.904
H -1.245 -1.796 -3.316
H -2.978 -2.214 -3.288
```

3.
C20H27N5O2S | ωB97M-V with the def2-TZVPD basis set

Output
SMILES ... CCn1c(CC(=O)Nc2ccccc2C)nnc1SCC(=O)NC1CCCC1
Charge ... 0
HOMO-LUMO gap ... 8.626 eV
LUMO level ... 0.398 eV
Multiplicity ... 1

The geometry in XYZ format:
```
55
C20H27N5O2S | OMol25 | ωB97M-V with the def2-TZVPD basis set
C -0.177 -5.226 -0.143
H -0.615 -5.347 0.846
H -0.556 -6.012 -0.790
C -0.532 -3.864 -0.731
N -0.050 -2.796 0.107
C 1.167 -2.177 0.059
N 1.259 -1.267 0.984
N 0.104 -1.260 1.659
C -0.676 -2.180 1.148
C -2.068 -2.431 1.572
H -2.335 -3.483 1.485
H -2.183 -2.109 2.608
C -3.036 -1.609 0.690
O -3.934 -2.144 0.079
N -2.732 -0.297 0.711
C -3.392 0.772 0.085
C -4.666 0.626 -0.449
C -5.303 1.706 -1.033
C -4.675 2.936 -1.082
C -3.405 3.079 -0.550
C -2.741 2.013 0.038
C -1.352 2.187 0.574
H -1.048 3.227 0.488
H -0.652 1.580 -0.002
H -1.281 1.900 1.624
H -2.913 4.040 -0.596
H -5.169 3.783 -1.535
H -6.292 1.580 -1.447
H -5.150 -0.336 -0.411
H -1.878 -0.042 1.195
S 2.391 -2.526 -1.141
C 1.946 -1.199 -2.322
H 2.804 -1.095 -2.985
H 1.072 -1.512 -2.894
C 1.635 0.113 -1.607
O 0.526 0.605 -1.667
N 2.681 0.658 -0.977
H 3.516 0.107 -0.846
C 2.614 1.915 -0.258
C 2.520 1.704 1.267
C 3.886 2.101 1.848
H 4.237 1.386 2.589
H 3.820 3.079 2.328
C 4.825 2.189 0.644
H 5.213 1.200 0.394
H 5.672 2.849 0.824
C 3.914 2.697 -0.469
H 3.722 3.761 -0.333
H 4.325 2.544 -1.467
H 1.723 2.315 1.687
H 2.279 0.661 1.472
H 1.740 2.436 -0.656
H -1.613 -3.753 -0.840
H -0.066 -3.754 -1.714
H 0.903 -5.330 -0.060
```

4.
C20H27N5O4 | ωB97M-V with the def2-TZVPD basis set

Output
SMILES ... Cc1c/c(=N\[C@H]2CC[C@@]3(CC2)CN(C(=O)c2conc2C)CCO3)[nH]c(CO)n1
Charge ... 0
HOMO-LUMO gap ... 8.672 eV
LUMO level ... 0.596 eV
Multiplicity ... 1

The geometry in XYZ format:
```
56
C20H27N5O4 | OMol25 | ωB97M-V with the def2-TZVPD basis set
C -0.364 -5.217 0.737
C -0.458 -4.298 1.913
C -0.313 -2.960 1.791
C -0.398 -2.088 2.953
N -0.284 -0.837 3.142
C -0.046 0.183 2.141
C 1.432 0.576 2.129
C 1.662 1.835 1.298
C 1.107 1.709 -0.115
C -0.367 1.293 -0.063
C -0.534 -0.016 0.703
C 1.290 3.021 -0.873
N 1.002 2.853 -2.291
C -0.129 3.409 -2.809
O -0.937 4.013 -2.119
C -0.363 3.309 -4.272
C 0.473 3.466 -5.323
O -0.201 3.437 -6.470
N -1.551 3.253 -6.188
C -1.650 3.194 -4.893
C -2.975 3.018 -4.237
C 1.806 1.808 -2.908
C 1.645 0.514 -2.123
O 1.914 0.699 -0.750
N -0.654 -2.840 4.117
C -0.775 -4.181 4.155
C -1.027 -4.767 5.519
O 0.104 -4.536 6.353
N -0.693 -4.945 3.118
H -0.177 -4.673 -0.187
H 0.436 -5.940 0.898
H -1.291 -5.784 0.640
H -0.111 -2.540 0.822
H -0.594 1.060 2.514
H 1.767 0.736 3.155
H 2.018 -0.252 1.720
H 1.171 2.688 1.779
H 2.728 2.065 1.233
H -0.923 2.097 0.428
H -0.784 1.216 -1.069
H 0.060 -0.774 0.192
H -1.578 -0.339 0.694
H 0.634 3.792 -0.478
H 2.332 3.341 -0.773
H 1.536 3.625 -5.402
H -3.196 3.879 -3.609
H -3.746 2.901 -4.996
H -2.968 2.140 -3.592
H 1.500 1.648 -3.937
H 2.857 2.115 -2.894
H 0.633 0.118 -2.276
H 2.357 -0.231 -2.478
H -0.679 -2.300 4.970
H -1.897 -4.288 5.977
H -1.239 -5.825 5.374
H 0.441 -5.380 6.663
```

Number 1: HOMO energy -0.3284 hartree. Number 2: HOMO energy -0.2904 hartree. Number 3: HOMO energy -0.3024 hartree. Number 4: HOMO energy -0.2968 hartree.